Record 1
{"formula": "C25H39LiN2OS2Sb", "method": "ωB97M-V/def2-TZVPD", "species": ["Li", "C", "C", "C", "Sb", "C", "C", "C", "C", "C", "C", "H", "H", "H", "H", "H", "H", "H", "H", "H", "H", "H", "H", "H", "H", "H", "H", "H", "H", "H", "H", "H", "O", "S", "C", "C", "C", "C", "C", "C", "C", "C", "C", "C", "C", "C", "H", "H", "H", "H", "H", "H", "H", "H", "H", "H", "S", "C", "N", "C", "C", "C", "N", "H", "H", "H", "H", "H", "H", "H", "H"], "coordinates": [[-0.08678, 0.13838, -0.85444], [1.00547, -1.87456, 3.51423], [0.79372, -0.36575, 3.41288], [0.52847, 0.26222, 4.77382], [-0.70367, -0.01938, 1.84133], [-2.55052, -0.95711, 2.56970], [-3.63253, -0.67519, 1.52860], [-3.01870, -0.60627, 3.97498], [-1.08704, 2.14538, 1.94088], [0.25493, 2.85157, 1.75140], [-1.83153, 2.66697, 3.16440], [1.86336, -2.09422, 4.15426], [1.19533, -2.32630, 2.53674], [0.13291, -2.36605, 3.95088], [1.69163, 0.08815, 2.98336], [-0.37096, -0.14181, 5.23673], [0.43171, 1.34540, 4.70838], [1.36680, 0.04968, 5.44338], [-2.29763, -2.02085, 2.54031], [-3.96252, 0.36565, 1.58026], [-4.50480, -1.30775, 1.70962], [-3.28563, -0.87387, 0.51134], [-3.26802, 0.44935, 4.06645], [-2.27449, -0.85118, 4.73124], [-3.92335, -1.17583, 4.20662], [-1.70531, 2.32618, 1.05366], [0.90226, 2.69022, 2.61630], [0.11060, 3.93014, 1.64888], [0.78646, 2.49757, 0.86295], [-1.35103, 2.34973, 4.08884], [-2.86522, 2.32474, 3.17802], [-1.84632, 3.76092, 3.15603], [1.60105, -0.02395, -1.21556], [2.30321, -0.75632, -2.33078], [3.92070, -1.19558, -1.68566], [4.98824, -1.20007, -2.56947], [6.24456, -1.56518, -2.10818], [6.41683, -1.90987, -0.77523], [5.34180, -1.87752, 0.10524], [4.08450, -1.51841, -0.34906], [1.58598, -2.40610, -2.35057], [0.92008, -2.90080, -1.24187], [0.33897, -4.15761, -1.30399], [0.43170, -4.91005, -2.46716], [1.10936, -4.40842, -3.56917], [1.68324, -3.14740, -3.51847], [4.83424, -0.92772, -3.60708], [7.08872, -1.56621, -2.78421], [7.39599, -2.20476, -0.42188], [5.48790, -2.12998, 1.14703], [3.23698, -1.48159, 0.32481], [0.86268, -2.31361, -0.33272], [-0.18577, -4.54799, -0.44171], [-0.03196, -5.88605, -2.51777], [1.18354, -4.99463, -4.47536], [2.20554, -2.74397, -4.37821], [-1.62192, 0.19769, -2.72653], [-2.19768, 1.76297, -3.00893], [-2.50357, 2.14108, -4.25200], [-3.01193, 3.45950, -4.61691], [-2.54147, 4.47708, -3.59083], [-2.93158, 3.98212, -2.20796], [-2.37578, 2.64673, -2.01669], [-2.37875, 1.44644, -4.96818], [-4.10457, 3.44419, -4.65857], [-2.64259, 3.70991, -5.60985], [-2.98864, 5.44924, -3.78747], [-1.45595, 4.57734, -3.64467], [-4.02066, 3.95680, -2.10825], [-2.53714, 4.63629, -1.43187], [-2.23343, 2.30028, -1.08632]], "lowdin_charge": [0.351, -0.163, -0.567, -0.132, 1.486, -0.567, -0.165, -0.130, -0.576, -0.157, -0.132, 0.082, 0.052, 0.075, 0.076, 0.060, 0.054, 0.085, 0.076, 0.072, 0.082, 0.052, 0.057, 0.055, 0.084, 0.048, 0.072, 0.081, 0.060, 0.061, 0.058, 0.082, -0.667, 1.042, -0.371, -0.080, -0.063, -0.061, -0.058, -0.065, -0.374, -0.083, -0.057, -0.060, -0.059, -0.072, 0.112, 0.112, 0.112, 0.112, 0.107, 0.076, 0.112, 0.112, 0.113, 0.115, 0.579, -0.846, 0.018, -0.157, -0.157, -0.159, 0.018, 0.127, 0.127, 0.127, 0.123, 0.126, 0.128, 0.125, 0.094], "homo_ev": -10.91, "gap_ev": 9.0, "total_charge": 1, "e_lumo_ev": -1.95, "mol_weight_g_mol": 576.44}



Record 2
{"formula": "C25H39N5O4", "method": "ωB97M-V/def2-TZVPD", "species": ["C", "C", "N", "C", "C", "N", "C", "C", "O", "C", "O", "C", "C", "C", "C", "C", "N", "C", "O", "C", "C", "O", "H", "H", "H", "H", "H", "H", "H", "H", "H", "H", "H", "H", "H", "H", "H", "H", "H", "H", "H", "H", "H", "H", "H", "H", "H", "H", "H", "H", "H", "C", "C", "C", "N", "C", "C", "H", "H", "H", "H", "H", "C", "C", "C", "N", "C", "C", "H", "H", "H", "H", "H"], "coordinates": [[-0.12236, 6.98085, -5.53116], [-0.35399, 5.44826, -5.70860], [-0.75046, 4.72835, -4.48001], [-0.06483, 5.19594, -3.27217], [1.49007, 5.07583, -3.30011], [2.01178, 4.34651, -2.13193], [3.45257, 4.17532, -2.19030], [3.97442, 3.31372, -1.01416], [3.17838, 2.14015, -0.83481], [3.40796, 1.65062, 0.46576], [2.67472, 2.36445, 1.47249], [3.09960, 0.14081, 0.61003], [2.26809, -0.45609, -0.54366], [1.93516, -1.97408, -0.35418], [3.14776, -2.90549, -0.70491], [1.43866, -2.33732, 1.06930], [3.89994, 3.53025, -3.45829], [4.48936, 4.31064, -4.19626], [4.79347, 5.18553, -4.91741], [-0.60160, 3.33591, -4.71393], [-0.26301, 2.29762, -3.64097], [-0.79349, 2.91974, -5.83954], [-0.65683, 7.42700, -4.68039], [0.95661, 7.20262, -5.51769], [-0.51371, 7.49034, -6.43070], [-1.08197, 5.33134, -6.52374], [0.58643, 5.02789, -6.11946], [-0.44191, 4.58362, -2.43412], [-0.33653, 6.22561, -2.99016], [1.80976, 4.63986, -4.25765], [1.91062, 6.11106, -3.26773], [1.83928, 4.95040, -1.32939], [3.96048, 5.16554, -2.07488], [4.03327, 3.93630, -0.10289], [4.99930, 2.95434, -1.23848], [4.49100, 1.78372, 0.68696], [3.34044, 2.90747, 1.91059], [4.03015, -0.45204, 0.68342], [2.53661, 0.02496, 1.54893], [2.81255, -0.39648, -1.50550], [1.30528, 0.05541, -0.71262], [1.11347, -2.24226, -1.04311], [3.99727, -2.37862, -1.16472], [3.48497, -3.39782, 0.22654], [2.77772, -3.72072, -1.34873], [0.39797, -2.01154, 1.29059], [1.42901, -3.44363, 1.13664], [2.08935, -1.98466, 1.88564], [-1.03289, 1.50701, -3.65071], [-0.20256, 2.66599, -2.60852], [0.69207, 1.80446, -3.88016], [-3.59873, -3.80610, 4.28896], [-4.01202, -3.52981, 2.99594], [-3.13821, -2.85705, 2.15598], [-1.91865, -2.45346, 2.51967], [-1.54107, -2.72849, 3.76960], [-2.33548, -3.39835, 4.68739], [-4.25233, -4.33200, 4.97610], [-4.99064, -3.83010, 2.64555], [-3.41822, -2.62273, 1.13423], [-0.54616, -2.38763, 4.03853], [-1.97385, -3.59476, 5.68820], [-5.80626, -8.89108, 6.51217], [-6.75532, -8.09824, 5.88831], [-6.38941, -6.81886, 5.50161], [-5.17438, -6.30230, 5.69843], [-4.27634, -7.08296, 6.30235], [-4.53809, -8.37645, 6.72489], [-6.05183, -9.89730, 6.82866], [-7.75683, -8.46313, 5.70490], [-7.09814, -6.16328, 5.00703], [-3.29829, -6.63664, 6.45051], [-3.76912, -8.96396, 7.20786]], "lowdin_charge": [-0.082, -0.218, -0.055, -0.170, -0.184, 0.000, -0.331, -0.149, -0.078, -0.415, 0.000, -0.106, -0.174, -0.399, -0.083, -0.104, 0.158, -0.307, 0.170, -0.474, 0.005, 0.053, 0.068, 0.070, 0.072, 0.115, 0.116, 0.110, 0.107, 0.114, 0.122, 0.133, 0.151, 0.123, 0.135, 0.147, 0.086, 0.126, 0.107, 0.112, 0.119, 0.123, 0.070, 0.067, 0.073, 0.062, 0.076, 0.067, 0.090, 0.059, 0.096, -0.083, -0.072, -0.155, 0.049, -0.159, -0.074, 0.069, 0.099, 0.101, 0.101, 0.098, -0.079, -0.072, -0.145, 0.045, -0.146, -0.071, 0.106, 0.102, 0.105, 0.105, 0.102], "homo_ev": -9.11, "smiles": "CCN(CCN[C@@H](CO[C@@H](O)CCC(C)C)N=C=O)C(C)=O.c1ccncc1.c1ccncc1", "gap_ev": 9.6, "e_lumo_ev": 0.45, "mol_weight_g_mol": 473.62}



Number 1: strongest force on any atom 0.60 eV/A. Number 2: strongest force on any atom 2.11 eV/A.